(1)
A molecular structure, C10H10MgNO5SSeTe in a non-equilibrium geometry, computed with wB97M-V/def2-TZVPD.

Summary:
Relative energy (zero: lowest compared OMol25 entry of this formula, charge and spin)   0.675 eV
LUMO level   2.41 eV
Total charge   -1
E   -111181.244 eV

Atoms and positions in Å:
Se -0.15393 0.76846 3.74253
C -0.68345 -5.59841 -1.70839
C 0.64394 -5.58451 -1.43558
H -2.52408 2.99022 0.41030
Te 0.38056 -1.25437 -0.84514
C 1.67459 1.82795 -0.45099
C 1.10048 -4.30036 -1.06608
C -1.72669 2.28411 0.68191
Mg -0.20652 -0.26224 1.50508
C 1.86079 2.73735 -1.48327
N 0.52962 1.71596 0.19501
O -2.16298 0.95051 0.52907
O 1.12073 0.32637 2.79079
O 0.09018 0.47363 5.27113
C -0.47299 2.53007 -0.10340
O -0.52167 2.29602 3.46195
H 0.90904 4.28120 -2.63560
C 0.13155 -3.34539 -1.04667
O -1.32308 -0.18529 3.08568
H 2.45799 1.14964 -0.13829
H -2.41494 0.80310 -0.39320
C -0.36910 3.49299 -1.10277
S -1.38729 -4.03996 -1.50031
H 1.27637 -6.45384 -1.50732
H 2.79510 2.77838 -2.01958
H 2.12706 -4.08472 -0.82875
C 0.81412 3.58188 -1.81674
H -1.46699 2.38436 1.75010
H -1.20094 4.15046 -1.30804
H -1.29746 -6.41358 -2.03344

Results of the natural (NBO) charge analysis, in e, for atoms 1 through 2: Se 2.76; C -0.44



(2)
2 unconnected molecules or ions with the total composition C3H10N2O in a non-equilibrium geometry, computed with wB97M-V/def2-TZVPD.

Summary:
Relative energy (zero: lowest compared OMol25 entry of this formula, charge and spin)   2.047 eV
LUMO level (spin up / spin down)   -4.21 / -8.17 eV
Spin multiplicity   2
Total charge   +1
E   -8291.582 eV

Atoms and positions in Å:
H -1.90126 1.40625 0.79821
C -1.69780 0.57463 0.10261
H 1.89865 1.27617 -1.92181
H 2.27188 -0.61817 0.33639
H -3.43081 -0.68199 -0.21930
H -2.71317 -0.85683 1.46806
H -1.91722 0.95486 -0.92714
O 2.07835 -1.19889 1.08838
C 0.55838 0.36821 -1.03188
H -1.92395 -1.59086 0.04112
H 0.27009 0.14568 0.97855
N 1.67150 0.97306 -0.95796
H 2.54920 -0.76888 1.82189
C -2.50502 -0.73485 0.39073
H 0.06885 0.10743 -2.02521
N -0.23328 0.30830 0.12559

Results of the natural (NBO) charge analysis, in e, for atoms 1 through 2: H 0.27; C -0.26



(3)
A molecular structure, C34H29ClIrN6OPS in a non-equilibrium geometry, computed with wB97M-V/def2-TZVPD.

Summary:
Relative energy (zero: lowest compared OMol25 entry of this formula, charge and spin)   4.290 eV
LUMO level (spin up / spin down)   -9.69 / -12.12 eV
Spin multiplicity   2
Total charge   +3
E   -82172.718 eV

Atoms and positions in Å:
N 0.15984 -7.41924 -1.53351
H 2.62714 -8.04164 -4.69761
H -4.40586 0.39956 0.65149
H 5.23104 1.60416 -0.43001
C 1.32684 2.52046 2.85059
O -1.99866 0.16136 0.46009
H -1.80636 -1.30344 -1.70851
C -1.97216 -0.46054 2.70449
C -0.43666 4.26076 -0.26971
N -0.32956 -4.14324 -0.64341
C -1.79016 -2.39204 -1.70861
C -1.00086 -5.33514 -1.10301
C -4.70526 -0.11744 2.72999
C 1.34274 -7.03824 -3.28721
H 4.29684 5.77776 -0.64861
H 1.87314 2.48826 4.91049
N -0.10076 -6.15654 -1.86471
C 3.98044 4.75176 -0.53131
C 2.17994 -7.10494 -4.39851
C -1.31666 2.62806 3.76849
C -1.41856 6.35456 0.38469
Cl 2.71004 0.48316 0.00999
C 1.17874 -2.86134 0.28459
C 1.05494 2.51146 4.20759
H 2.35024 2.49976 2.50229
C 2.63944 4.46716 -0.33671
C -1.05996 2.62806 2.41299
S -0.26706 -0.69494 2.67879
C -3.96846 0.09286 1.59089
H -1.86876 2.68276 1.69549
H -1.33456 -5.94964 -0.25661
H -2.29976 7.51286 -1.18971
C -0.77736 5.18226 0.72929
H 1.88044 -3.87394 -5.38991
C 4.51244 2.40966 -0.40361
C 2.36144 -5.94474 -5.13131
C 3.17194 2.13506 -0.20151
C 0.86674 -4.67014 -3.69791
H 0.44194 -3.72504 -3.39721
H -5.77746 0.01146 2.70349
H -0.45746 2.51936 5.72629
H -1.73326 -2.73444 -2.74211
C 4.91524 3.72746 -0.57301
H -1.87256 -5.06284 -1.70961
H 5.95854 3.94596 -0.74281
C -1.75176 6.61696 -0.93931
C 0.65284 -5.83274 -2.96921
H -1.62456 5.93636 -2.96691
N 0.98324 -7.91914 -2.32221
H -2.33466 2.68966 4.12499
C -4.05666 -0.48924 3.91089
C -2.69016 -0.65544 3.88949
H -2.72436 -2.75654 -1.28321
C -0.25656 2.55306 4.66559
C 2.21304 3.14906 -0.15311
H -4.61306 -0.64464 4.82109
H -0.47776 3.83646 -2.38141
C -1.38516 5.71926 -1.93701
P 0.46464 2.74346 0.14469
H -2.13636 -0.93324 4.77259
H 1.25424 -5.06004 0.48139
N -2.63006 -0.07114 1.57759
N 0.27074 -2.05514 -0.35571
C 0.81344 -4.15614 0.11709
C -0.62936 -2.85034 -0.91491
C 1.70734 -4.75544 -4.79301
H 1.92514 5.27526 -0.30721
H -1.65046 7.07736 1.15399
C 0.26394 2.59916 1.94909
H -0.50236 5.00636 1.75859
H 2.02854 -2.46544 0.80229
Ir 0.25224 0.12516 0.34589
C -0.74006 4.54176 -1.60551
H 3.01234 -5.95124 -5.99171

Results of the Mulliken charge analysis, in e, for atoms 1 through 2: N -0.64; H 0.49